DFT (wB97M-V/def2-TZVPD) results for 10 unconnected molecules or ions with the total composition C41H48BBr4O25S3 at a distorted geometry.

Geometry (Å):
O: 24.389 24.268 4.087
C: 23.831 23.921 3.116
O: 22.655 23.390 3.008
B: 22.408 23.079 1.598
O: 23.489 23.706 0.849
C: 24.407 24.080 1.685
O: 25.429 24.524 1.424
O: 21.132 23.626 1.095
C: 20.394 22.634 0.637
O: 19.349 22.708 0.083
C: 21.129 21.315 0.944
O: 22.307 21.612 1.432
O: 20.720 20.239 0.696
Br: 24.752 20.380 3.163
C: 25.426 20.441 5.007
C: 24.876 21.699 5.661
Br: 24.842 21.480 7.587
H: 26.499 20.324 4.983
H: 24.966 19.628 5.565
H: 23.900 21.971 5.274
H: 25.492 22.570 5.437
Br: 25.775 23.933 -3.575
C: 24.196 23.061 -4.300
C: 22.957 23.456 -3.549
Br: 21.612 22.080 -3.981
H: 24.383 21.994 -4.227
H: 24.156 23.315 -5.352
H: 22.551 24.383 -3.925
H: 23.066 23.498 -2.473
O: 19.616 27.279 -3.732
S: 19.557 25.913 -3.309
O: 19.549 24.829 -4.233
O: 20.833 25.629 -2.367
C: 21.314 26.698 -1.571
C: 22.547 27.362 -2.192
C: 18.300 25.720 -2.049
H: 21.667 26.317 -0.603
H: 20.580 27.437 -1.236
H: 23.251 26.618 -2.541
H: 22.960 28.065 -1.468
H: 22.219 27.956 -3.051
H: 18.320 24.647 -1.870
H: 17.314 26.000 -2.404
H: 18.581 26.316 -1.192
O: 26.619 18.704 -1.091
S: 25.520 19.402 -1.688
O: 25.330 19.444 -3.097
O: 24.138 18.863 -1.082
C: 24.097 18.652 0.370
C: 23.092 17.540 0.590
C: 25.505 21.056 -0.988
H: 23.772 19.589 0.837
H: 25.073 18.411 0.793
H: 22.770 17.636 1.641
H: 23.541 16.544 0.599
H: 22.203 17.550 -0.026
H: 24.574 21.546 -1.266
H: 26.324 21.658 -1.379
H: 25.647 21.015 0.089
O: 27.908 26.508 6.874
S: 27.229 27.268 5.873
O: 27.257 28.694 5.886
O: 27.765 26.885 4.392
C: 27.711 25.525 3.991
C: 28.788 24.632 4.614
C: 25.514 26.747 5.763
H: 27.779 25.468 2.905
H: 26.771 24.988 4.179
H: 29.767 25.134 4.599
H: 28.969 23.724 4.035
H: 28.605 24.389 5.659
H: 25.129 27.005 4.793
H: 25.032 27.144 6.652
H: 25.496 25.672 5.940
C: 20.458 29.254 2.773
C: 21.486 29.062 3.582
C: 21.981 27.720 3.981
O: 22.730 27.572 4.915
C: 21.218 26.582 3.413
C: 20.181 26.760 2.615
C: 19.720 28.100 2.216
O: 18.882 28.270 1.402
H: 20.132 30.270 2.598
H: 22.016 29.908 4.011
H: 21.489 25.564 3.679
H: 19.635 25.909 2.222
C: 17.360 15.599 2.811
C: 17.722 15.110 1.622
C: 18.483 15.954 0.667
O: 18.672 15.614 -0.466
C: 19.061 17.201 1.213
C: 18.826 17.572 2.470
C: 17.923 16.838 3.367
O: 17.748 17.145 4.510
H: 16.623 15.016 3.352
H: 17.221 14.211 1.289
H: 19.817 17.781 0.696
H: 19.229 18.531 2.781
C: 15.854 22.498 -5.130
C: 16.190 21.474 -5.884
C: 17.319 20.589 -5.491
O: 17.694 19.710 -6.228
C: 18.047 21.002 -4.270
C: 17.702 22.040 -3.527
C: 16.560 22.933 -3.908
O: 16.219 23.892 -3.249
H: 14.966 23.062 -5.418
H: 15.674 21.249 -6.807
H: 18.837 20.389 -3.848
H: 18.322 22.367 -2.698
C: 15.805 18.198 -0.229
C: 15.558 18.620 1.006
C: 15.968 19.917 1.572
O: 15.564 20.334 2.615
C: 17.117 20.506 0.827
C: 17.333 20.192 -0.449
C: 16.610 19.091 -1.126
O: 16.737 18.843 -2.320
H: 15.523 17.241 -0.647
H: 15.049 17.873 1.620
H: 17.713 21.238 1.359
H: 18.241 20.599 -0.882

Its charge is -1. For the HOMO energy, the calculation gives -0.3045 Ha. The max |F| is 5.54 eV/A. The value obtained for the lowest unoccupied orbital energy is -0.1492 eV.